1.
A molecular structure, C24H23BrN9O5RhS2. Source: the OMol25 dataset; level of theory: ωB97M-V/def2-TZVPD.

Geometry as ORCA input:
```
! RIJCOSX wB97M-V def2-TZVPD def2/J DEFGRID3
* xyz 0 1
Rh -0.160 0.402 -0.584
O 2.262 0.509 0.360
C 2.793 -0.744 0.847
C 2.167 -1.162 2.168
C 0.663 -1.526 2.180
C -0.132 -0.296 2.483
C -0.523 -0.082 3.800
C -0.983 1.152 4.212
C -0.990 2.176 3.287
C -0.643 1.879 1.987
N -0.267 0.671 1.552
H 2.803 0.763 -0.395
H 3.867 -0.621 1.013
H 2.638 -1.517 0.094
H 2.355 -0.377 2.907
H 2.736 -2.034 2.501
H 0.477 -2.249 2.975
H 0.371 -1.978 1.242
H -0.435 -0.902 4.498
H -1.305 1.313 5.232
H -1.306 3.178 3.535
H -0.701 2.655 1.255
Br -5.896 0.673 -4.244
C -4.643 -0.646 -4.756
C -4.356 -0.829 -6.098
C -3.428 -1.792 -6.460
C -2.761 -2.537 -5.494
C -3.098 -2.372 -4.150
C -4.038 -1.425 -3.779
N -1.840 -3.510 -6.032
N -0.787 -3.858 -5.474
C -0.344 -3.210 -4.278
C 0.048 -3.998 -3.228
C 0.345 -3.462 -1.962
C 0.243 -2.102 -1.753
O 0.459 -1.508 -0.600
C -0.055 -1.279 -2.872
N -0.081 0.060 -2.609
C -0.202 0.901 -3.612
C -0.325 0.466 -4.941
C -0.392 -0.871 -5.209
C -0.282 -1.799 -4.151
H -4.857 -0.235 -6.849
H -3.195 -1.974 -7.501
H -2.641 -2.970 -3.373
H -4.279 -1.279 -2.734
H 0.063 -5.071 -3.378
H 0.614 -4.110 -1.139
H -0.205 1.954 -3.381
H -0.394 1.200 -5.730
H -0.515 -1.220 -6.226
O -4.515 1.278 -0.990
S -3.748 0.859 0.181
O -3.019 1.958 0.797
O -4.458 -0.011 1.082
S -2.263 -0.510 -0.584
N -3.805 3.587 -2.249
N -2.550 3.395 -1.719
N -1.832 4.325 -1.121
C -0.783 3.624 -0.725
N -0.901 2.332 -1.059
N -2.028 2.226 -1.743
H -4.143 4.463 -1.868
H -4.359 2.790 -1.890
H 0.051 4.055 -0.201
*
```

Kohn-Sham gap	6.8713	eV
molar mass	764.45	g mol⁻¹
LUMO energy	-0.0345	Eh
HOMO level	-7.811	eV
ΔE to the lowest compared entry with this formula, charge and spin	23.4	kcal per mole



2.
A molecular structure, C51H45BF2KN8O6PS4 at a distorted geometry. Source: the OMol25 dataset; level of theory: ωB97M-V/def2-TZVPD.

Geometry as ORCA input:
```
! RIJCOSX wB97M-V def2-TZVPD def2/J DEFGRID3
* xyz -2 1
K -0.744 -0.396 -0.784
O -6.010 -2.734 4.791
N -5.973 -1.458 4.719
O -6.594 -0.738 5.565
C -5.231 -0.827 3.727
C -5.164 0.567 3.759
C -4.433 1.296 2.804
C -4.377 2.711 2.806
C -3.642 3.365 1.851
C -2.952 2.611 0.891
N -2.981 1.285 0.861
C -3.700 0.633 1.790
C -3.766 -0.830 1.729
N -3.083 -1.417 0.726
C -3.183 -2.724 0.559
C -3.977 -3.519 1.375
C -4.644 -2.945 2.433
C -4.550 -1.557 2.659
H -5.689 1.085 4.546
H -4.925 3.257 3.566
H -3.579 4.448 1.830
H -2.365 3.106 0.122
H -2.620 -3.153 -0.270
H -4.073 -4.581 1.176
H -5.240 -3.540 3.102
C -0.397 2.724 3.630
N 0.611 1.672 3.501
C 2.650 0.844 2.552
C 2.508 -0.285 3.475
N 1.421 -0.493 4.114
B 1.368 -1.866 4.949
N 0.730 -2.957 4.055
C -0.456 -3.615 4.350
C -0.704 -4.490 3.360
N 0.335 -4.364 2.447
C 0.445 -5.063 1.181
C 1.223 -3.433 2.884
S 2.652 -3.007 2.056
C 0.321 0.413 3.970
S -1.200 -0.065 4.360
H 0.112 3.684 3.610
H -0.941 2.604 4.562
H -1.114 2.675 2.812
H 3.707 1.070 2.412
H 3.318 -0.969 3.683
H 0.717 -1.718 5.947
H 2.525 -2.156 5.170
H -1.037 -3.360 5.222
H -1.516 -5.181 3.210
H -0.344 -5.811 1.136
H 1.418 -5.545 1.107
H 0.338 -4.374 0.347
O -1.005 -2.664 -4.124
S -0.152 -1.996 -3.163
O -0.203 -0.529 -3.228
O -0.307 -2.466 -1.790
C 1.507 -2.391 -3.673
C 1.706 -3.517 -4.465
C 2.973 -3.794 -4.948
C 4.021 -2.927 -4.655
C 3.811 -1.810 -3.862
C 2.550 -1.525 -3.336
P 2.207 -0.103 -2.168
C 3.939 -0.059 -1.459
C 4.282 -1.201 -0.718
C 5.482 -1.291 -0.034
C 6.383 -0.229 -0.071
C 6.065 0.902 -0.804
C 4.854 0.986 -1.492
C 2.269 1.291 -3.373
C 2.036 1.113 -4.737
C 1.992 2.202 -5.599
C 2.175 3.490 -5.114
C 2.392 3.685 -3.757
C 2.433 2.596 -2.896
H 0.852 -4.141 -4.704
H 3.142 -4.668 -5.565
H 5.013 -3.126 -5.047
H 4.642 -1.152 -3.644
H 3.576 -2.025 -0.653
H 5.702 -2.181 0.545
H 7.317 -0.283 0.476
H 6.758 1.735 -0.841
H 4.643 1.880 -2.062
H 1.867 0.116 -5.125
H 1.800 2.043 -6.655
H 2.132 4.340 -5.787
H 2.509 4.687 -3.360
H 2.551 2.760 -1.831
F 2.645 2.307 4.406
C 1.962 2.049 3.167
C 2.106 0.565 1.124
C 1.395 1.377 0.364
C 0.968 2.710 0.278
C 1.663 3.588 1.166
F 1.927 4.860 0.724
C 2.148 3.315 2.386
C 0.057 3.133 -0.769
C -0.334 4.472 -0.980
C -1.102 4.791 -2.080
C -1.499 3.796 -2.968
C -1.123 2.499 -2.667
N -0.381 2.166 -1.611
H 2.519 -0.362 0.749
H 2.784 4.045 2.867
H -0.021 5.243 -0.292
H -1.389 5.822 -2.255
H -2.084 4.016 -3.851
H -1.401 1.667 -3.315
C -4.325 0.592 -1.939
S -3.549 -0.998 -2.283
C -3.520 -0.758 -4.073
O -4.611 -2.025 -2.047
H -5.254 0.627 -2.513
H -3.641 1.401 -2.217
H -4.520 0.630 -0.869
H -2.972 0.160 -4.310
H -4.562 -0.709 -4.398
H -3.002 -1.608 -4.508
*
```

Kohn-Sham gap (spin up / spin down)	5.7138 / 4.4430	eV
molar mass	1113.12	g mol⁻¹
LUMO energy (spin up / spin down)	0.1304 / 0.1290	Eh
HOMO level (spin up / spin down)	-2.165 / -0.933	eV
ΔE to the lowest compared entry with this formula, charge and spin	0.0	kcal per mole



3.
2 unconnected molecules or ions with the total composition C3H6N4O2 at a distorted geometry. Source: the OMol25 dataset; level of theory: ωB97M-V/def2-TZVPD.

Geometry as ORCA input:
```
! RIJCOSX wB97M-V def2-TZVPD def2/J DEFGRID3
* xyz 0 1
C 1.055 -0.249 -0.435
C 0.205 0.342 -1.191
C -0.856 -0.208 0.588
H 2.777 -1.226 0.286
H 3.064 0.325 -0.949
H 0.182 0.877 -2.102
H -1.976 1.792 0.064
H -3.036 0.586 -0.736
H -0.283 -1.415 2.361
N 2.375 -0.611 -0.639
N -1.063 0.262 -0.648
N -2.178 1.112 -0.773
N 0.353 -0.670 0.653
O -1.603 -0.240 1.562
O 0.983 -0.676 1.960
*
```

Kohn-Sham gap	7.7945	eV
molar mass	130.11	g mol⁻¹
LUMO energy	-0.0072	Eh
HOMO level	-7.990	eV
ΔE to the lowest compared entry with this formula, charge and spin	173.7	kcal per mole



4.
2 unconnected molecules or ions with the total composition C11H12O at a distorted geometry. Source: the OMol25 dataset; level of theory: ωB97M-V/def2-TZVPD.

Geometry as ORCA input:
```
! RIJCOSX wB97M-V def2-TZVPD def2/J DEFGRID3
* xyz 0 1
O -0.502 0.331 1.892
C 0.301 0.948 1.239
C 1.634 0.564 0.899
C 2.600 1.470 0.673
C 3.886 1.133 0.279
C 4.171 -0.161 -0.071
C 3.260 -1.132 0.231
C 2.030 -0.824 0.826
H -0.098 1.861 0.721
H 2.452 2.478 0.854
H 4.589 1.939 0.116
H 5.150 -0.531 -0.511
H 3.495 -2.188 0.007
H 1.281 -1.512 0.765
C -4.458 0.009 0.216
C -3.530 -0.410 -0.803
C -2.629 0.056 -1.624
C -2.650 -1.436 -1.502
H -5.416 -0.466 0.037
H -4.502 1.111 0.117
H -4.021 -0.209 1.189
H -2.221 0.736 -2.275
H -1.798 -1.871 -0.934
H -3.023 -1.896 -2.341
*
```

Kohn-Sham gap	8.8704	eV
molar mass	160.22	g mol⁻¹
LUMO energy	0.0038	Eh
HOMO level	-8.767	eV
ΔE to the lowest compared entry with this formula, charge and spin	84.1	kcal per mole



5.
C2H4N4 in the gas phase. Source: the OMol25 dataset; level of theory: ωB97M-V/def2-TZVPD.

Geometry as ORCA input:
```
! RIJCOSX wB97M-V def2-TZVPD def2/J DEFGRID3
* xyz 0 1
N 1.819 0.064 0.253
C 0.466 -0.226 0.113
C -0.519 0.597 -0.371
N -1.663 -0.053 -0.040
N -1.408 -1.213 0.558
N -0.117 -1.336 0.645
H 2.038 0.996 -0.067
H 2.479 -0.626 -0.075
H -0.489 1.498 -0.960
H -2.607 0.299 -0.055
*
```

Kohn-Sham gap	9.5013	eV
molar mass	84.08	g mol⁻¹
LUMO energy	0.0326	Eh
HOMO level	-8.613	eV
ΔE to the lowest compared entry with this formula, charge and spin	26.0	kcal per mole



6.
A gas-phase ion, C6H12NO3 (charge +1) at a distorted geometry. Source: the OMol25 dataset; level of theory: ωB97M-V/def2-TZVPD.

Geometry as ORCA input:
```
! RIJCOSX wB97M-V def2-TZVPD def2/J DEFGRID3
* xyz 1 3
C 0.600 -0.510 0.805
C 0.481 0.729 0.214
C -0.063 -1.711 0.238
C -0.582 0.968 -0.839
C -0.376 -1.373 -1.278
C -1.701 1.849 -0.237
N 1.617 -0.659 1.818
O -1.193 -0.224 -1.352
O 1.051 1.778 0.708
O 0.871 -1.244 -1.966
H 0.589 -2.509 0.237
H -0.965 -1.967 0.752
H -0.195 1.373 -1.845
H -1.063 -2.027 -1.596
H -1.901 1.449 0.761
H -2.581 1.580 -0.758
H -1.372 2.817 -0.312
H 2.210 -1.542 1.684
H 1.060 -0.800 2.769
H 2.128 0.175 2.001
H 0.701 2.600 0.367
H 0.653 -1.285 -2.982
*
```

Kohn-Sham gap (spin up / spin down)	5.4157 / 7.7964	eV
molar mass	146.17	g mol⁻¹
LUMO energy (spin up / spin down)	-0.1336 / -0.2168	Eh
HOMO level (spin up / spin down)	-9.052 / -13.695	eV
ΔE to the lowest compared entry with this formula, charge and spin	17.8	kcal per mole